Entry 1:
DFT (ωB97M-V with the def2-TZVPD basis set) results for a cluster of 10 separate species, C26H70Br8O24P6 in total.

The calculation puts the orbital gap at 10.14 eV. The SMILES is COP(=O)(OC)OC.COP(=O)(OC)OC.COP(=O)(OC)OC.COP(=O)(OC)OC.COP(=O)(OC)OC.COP(=O)(OC)OC.BrCCBr.BrCCBr.BrCCBr.BrCCBr. Its charge is 0. The energy relative to the best compared isomer or geometry (same formula, charge and spin) comes out at 123.3 kcal per mole.

Positions of all 134 atoms, in Å:
C (2.93051, 26.66988, -4.95274)
O (3.69106, 27.14282, -3.86781)
P (5.01726, 28.02740, -4.04640)
O (5.23490, 29.06047, -3.03183)
O (6.25783, 27.04539, -4.20396)
C (7.20727, 26.90167, -3.13862)
O (4.82646, 28.55803, -5.56252)
C (4.20375, 29.77155, -5.93681)
H (3.26434, 25.73728, -5.43851)
H (2.81417, 27.36503, -5.77580)
H (2.01348, 26.14788, -4.66380)
H (6.80369, 26.82521, -2.13105)
H (7.85424, 27.77467, -3.22229)
H (7.84029, 26.03083, -3.29818)
H (4.96019, 30.55468, -5.88895)
H (3.50144, 30.05987, -5.14660)
H (3.62463, 29.64765, -6.84867)
C (5.93862, 35.70161, -6.56640)
O (4.76903, 34.87350, -6.75427)
P (4.03607, 34.21467, -5.48213)
O (2.84678, 34.91193, -4.98409)
O (5.26614, 33.96462, -4.48424)
C (5.04289, 33.27707, -3.23312)
O (3.66531, 32.78222, -6.08078)
C (3.09340, 32.62306, -7.35848)
H (5.91595, 36.65669, -7.08501)
H (6.85647, 35.15759, -6.78189)
H (6.02475, 35.93569, -5.50314)
H (5.93341, 32.66262, -3.10041)
H (4.23776, 32.54288, -3.28855)
H (4.91229, 33.91732, -2.36724)
H (3.85422, 32.31550, -8.08364)
H (2.62874, 33.50702, -7.79568)
H (2.46838, 31.73328, -7.28287)
C (-3.09035, 32.94932, -10.84336)
O (-2.19587, 33.16314, -11.92996)
P (-0.62355, 32.93483, -11.75960)
O (-0.23032, 31.86135, -10.82736)
O (0.03072, 34.35875, -11.39792)
C (0.20426, 34.81174, -10.05658)
O (-0.14480, 32.61604, -13.25838)
C (0.17956, 33.60010, -14.22365)
H (-3.96184, 33.58480, -11.00588)
H (-2.67800, 33.14988, -9.85652)
H (-3.54408, 31.95678, -10.84017)
H (-0.56864, 34.62704, -9.31753)
H (0.39802, 35.88073, -10.13169)
H (1.11468, 34.32771, -9.69483)
H (1.26814, 33.64526, -14.32717)
H (-0.01568, 34.61828, -13.88128)
H (-0.26136, 33.38503, -15.19315)
C (9.20404, 43.08671, -5.15352)
O (8.79589, 41.74787, -5.48920)
P (7.87831, 40.90925, -4.50323)
O (6.48775, 41.41901, -4.34333)
O (7.95961, 39.43488, -5.00533)
C (6.97600, 38.86016, -5.90408)
O (8.69432, 40.89070, -3.13344)
C (8.17497, 41.66654, -2.04739)
H (10.02526, 42.89148, -4.46507)
H (8.39477, 43.62122, -4.65178)
H (9.43761, 43.67264, -6.03740)
H (7.38494, 38.57018, -6.87131)
H (6.14080, 39.54229, -6.02402)
H (6.66890, 37.90711, -5.48214)
H (8.85555, 41.72211, -1.20247)
H (7.23592, 41.26468, -1.66187)
H (7.83593, 42.65566, -2.35743)
C (-0.98228, 27.26326, -4.62697)
O (-1.23900, 27.81291, -5.91313)
P (0.04361, 28.14635, -6.85389)
O (1.30153, 28.45050, -6.15130)
O (0.06745, 26.84918, -7.80618)
C (0.43416, 25.57050, -7.33491)
O (-0.49368, 29.32678, -7.82443)
C (0.50887, 30.21390, -8.33151)
H (-1.13631, 28.03295, -3.86650)
H (0.00185, 26.85624, -4.39730)
H (-1.76497, 26.52319, -4.46153)
H (1.18892, 25.05148, -7.93566)
H (-0.39960, 24.90840, -7.58276)
H (0.80038, 25.52070, -6.31162)
H (0.35910, 31.26797, -8.09870)
H (0.70961, 30.14110, -9.39601)
H (1.46964, 30.03439, -7.84241)
C (4.91586, 36.41994, -10.21708)
O (3.66647, 36.84801, -9.62753)
P (3.71738, 37.92550, -8.45783)
O (4.92803, 37.81853, -7.61777)
O (3.37427, 39.28974, -9.21517)
C (4.18964, 40.43371, -9.02115)
O (2.35967, 37.60888, -7.67890)
C (2.24692, 36.55328, -6.70877)
H (4.95355, 36.58736, -11.29710)
H (5.10203, 35.35148, -10.13814)
H (5.70788, 37.07269, -9.85413)
H (4.50942, 40.94787, -9.92615)
H (5.14985, 40.08491, -8.62361)
H (3.82793, 41.13032, -8.26604)
H (3.17481, 36.01638, -6.54298)
H (1.40159, 35.90484, -6.96197)
H (1.78141, 36.92587, -5.79275)
Br (3.43183, 35.76695, -1.67745)
C (3.37851, 37.48355, -0.65599)
C (4.55732, 38.23681, -1.24001)
Br (4.48040, 40.13517, -0.80497)
H (3.56162, 37.29155, 0.39954)
H (2.37870, 37.90118, -0.71397)
H (4.59678, 38.32464, -2.32181)
H (5.55619, 37.97446, -0.90609)
Br (7.23493, 32.82397, -8.56759)
C (7.50599, 34.06739, -10.06363)
C (8.90815, 34.66448, -10.03830)
Br (8.82513, 36.19318, -8.73949)
H (6.66035, 34.72999, -10.21460)
H (7.56731, 33.41889, -10.94082)
H (9.09796, 35.00813, -11.05289)
H (9.61400, 33.89519, -9.74253)
Br (3.72009, 33.89278, -11.85092)
C (2.19035, 32.86564, -11.11105)
C (2.51050, 31.36981, -11.20323)
Br (4.16476, 30.99468, -10.13140)
H (1.32331, 33.04670, -11.73905)
H (2.17084, 33.08300, -10.04871)
H (2.62229, 30.86506, -12.16262)
H (1.73222, 30.71082, -10.81146)
Br (-2.23153, 33.76600, -7.12584)
C (-1.62265, 35.33549, -5.99918)
C (-0.58001, 34.76312, -5.09622)
Br (-0.30272, 35.93036, -3.48261)
H (-2.51975, 35.69090, -5.50182)
H (-1.28735, 36.11951, -6.67302)
H (0.43569, 34.61499, -5.45583)
H (-0.87240, 33.88333, -4.53261)

***

Entry 2:
DFT (ωB97M-V with the def2-TZVPD basis set) results for a cluster of 6 separate species, C26H71BN6O4 in total.

The calculation puts the orbital gap at 10.63 eV. Its charge is +4. The energy relative to the best compared isomer or geometry (same formula, charge and spin) comes out at 0.0 kcal per mole.

Positions of all 108 atoms, in Å:
B (-0.13263, 1.09371, 0.32674)
H (-0.99129, 1.30273, -0.47968)
H (-0.19047, -0.00314, 0.81257)
H (0.90958, 1.21791, -0.24976)
H (-0.15433, 1.95883, 1.15215)
C (-2.42353, 3.61240, -4.46820)
C (-1.51480, 2.60245, -3.76835)
N (-0.26871, 3.21198, -3.30651)
C (0.78148, 3.59563, -4.09495)
C (1.72111, 4.14877, -3.28756)
N (1.24544, 3.99667, -1.99220)
C (-0.00443, 3.53351, -2.03853)
C (1.83177, 4.58327, -0.78225)
H (-2.64413, 4.41403, -3.75553)
H (-3.38590, 3.15395, -4.68551)
H (-1.99259, 4.08382, -5.34779)
H (-1.26413, 1.81924, -4.48716)
H (-2.06816, 2.14534, -2.95224)
H (0.72331, 3.56560, -5.17079)
H (2.71380, 4.52857, -3.45418)
H (-0.64731, 3.36762, -1.19150)
H (2.25762, 3.78655, -0.17143)
H (1.06126, 5.09286, -0.20957)
H (2.60507, 5.30275, -1.03394)
C (-2.36666, -3.14065, -3.51636)
N (-2.34273, -4.10353, -2.37682)
C (-3.74364, -4.13668, -1.77096)
C (-2.07085, -5.48876, -2.90461)
C (-1.32362, -3.77580, -1.30569)
C (-1.50263, -2.44106, -0.60804)
O (-1.24176, -1.35736, -1.49280)
H (-1.38991, -3.17259, -3.99344)
H (-2.57556, -2.14114, -3.15151)
H (-3.14636, -3.42988, -4.21719)
H (-4.35777, -4.68546, -2.47592)
H (-4.01690, -3.09266, -1.65809)
H (-3.74178, -4.63292, -0.80447)
H (-2.17640, -6.15743, -2.05063)
H (-1.08053, -5.59783, -3.33560)
H (-2.85928, -5.72277, -3.61387)
H (-0.34314, -3.89743, -1.76569)
H (-1.44749, -4.56889, -0.56712)
H (-0.76347, -2.34843, 0.19564)
H (-2.47677, -2.39651, -0.11004)
H (-1.10687, -0.56711, -0.93057)
C (-4.29574, 2.39506, 4.32824)
N (-4.73078, 0.97722, 4.53458)
C (-4.10913, 0.44451, 5.78641)
C (-6.22623, 0.94058, 4.72161)
C (-4.39848, 0.04388, 3.36107)
C (-2.94972, 0.01564, 2.89581)
O (-2.65766, 1.25917, 2.31266)
H (-4.70805, 2.97319, 5.15327)
H (-4.71175, 2.76000, 3.39428)
H (-3.21450, 2.42356, 4.32126)
H (-4.25283, -0.63184, 5.86951)
H (-4.54470, 0.92818, 6.65474)
H (-3.03465, 0.60137, 5.71697)
H (-6.64803, 1.37352, 3.81428)
H (-6.50560, 1.53928, 5.58147)
H (-6.55656, -0.09242, 4.78348)
H (-5.07705, 0.33603, 2.56102)
H (-4.76949, -0.90469, 3.74922)
H (-2.91807, -0.81110, 2.17593)
H (-2.22762, -0.20670, 3.68782)
H (-1.88302, 1.23372, 1.71910)
C (5.06842, 0.26134, 4.20388)
N (3.72202, -0.27040, 3.72342)
C (3.95107, -1.04869, 2.47738)
C (3.25704, -1.17851, 4.83813)
C (2.72033, 0.83420, 3.54884)
C (3.11072, 1.99366, 2.64133)
O (2.89630, 1.70963, 1.25182)
H (4.92650, 0.76673, 5.15550)
H (5.40867, 0.94632, 3.43618)
H (5.73168, -0.58504, 4.34915)
H (4.51374, -0.44708, 1.76957)
H (2.98545, -1.30742, 2.04428)
H (4.49176, -1.95305, 2.74651)
H (3.13353, -0.55487, 5.71856)
H (4.05116, -1.89251, 5.04032)
H (2.33948, -1.68731, 4.55610)
H (2.52219, 1.22153, 4.55082)
H (1.79694, 0.34552, 3.23101)
H (4.14933, 2.29947, 2.71273)
H (2.44468, 2.81889, 2.90336)
H (1.98325, 1.40113, 1.08002)
C (2.99459, 0.24572, -4.52510)
N (2.88156, -0.46751, -3.21203)
C (3.59208, 0.35946, -2.18962)
C (1.42426, -0.61806, -2.81168)
C (3.59620, -1.79686, -3.43427)
C (3.74880, -2.70415, -2.24010)
O (2.45231, -3.18465, -1.85956)
H (2.85455, -0.41490, -5.37628)
H (3.95578, 0.74379, -4.64433)
H (2.25046, 1.04098, -4.53145)
H (4.62796, 0.53805, -2.46087)
H (3.51668, -0.15151, -1.23216)
H (3.04812, 1.29671, -2.07690)
H (1.05259, -1.49431, -3.32513)
H (0.94872, 0.33800, -3.01012)
H (1.42162, -0.74331, -1.73354)
H (4.56517, -1.51656, -3.84535)
H (3.02153, -2.30929, -4.20515)
H (4.22164, -2.18503, -1.40452)
H (4.35096, -3.54610, -2.58437)
H (2.59595, -3.96237, -1.30915)